(1)
Formula: C6H9FO
Source: OMol25
Level of theory: wB97M-V/def2-TZVPD

```
! wB97M-V def2-TZVPD RIJCOSX def2/J DEFGRID3
* xyz 0 1
H -0.83449 0.49548 -2.90512
H 1.14461 0.88709 3.98625
H 0.44092 1.08867 -0.34141
H -0.46685 -1.24715 2.95007
H -1.16621 1.64032 -1.24691
H -1.66722 -1.03383 -1.42946
H 1.78905 0.68401 2.43178
H 0.42001 1.22150 -3.41153
O 0.65173 -0.81664 1.03183
C -0.99203 -0.42728 -0.85205
C -0.29244 0.98269 -1.10936
H 0.87104 -0.49081 -2.77799
F -0.85587 -2.31486 0.58170
C 0.19888 0.49282 -2.66022
C 0.97407 0.44764 3.08264
C 0.23500 -0.50986 2.44800
C -0.45020 -1.09978 0.22179
*
```

Results
E_LUMO   1.086 eV
DFT total energy   -11128.202 eV
SMILES   C=CO/C(F)=C\CC
Maximum force   5.65 eV/A
ΔE to the lowest compared entry with this formula, charge and spin   90.2 kcal/mol

Atomic partial charges in e from the Löwdin method, atoms 1 to 6: 0.02, 0.02, 0.07, 0.13, 0.10, 0.11

---

(2)
Formula: CH3FOS
Source: OMol25
Level of theory: wB97M-V/def2-TZVPD

```
! wB97M-V def2-TZVPD RIJCOSX def2/J DEFGRID3
* xyz 0 1
H -1.32112 -1.23841 -0.37262
F 0.31241 -0.63124 1.27845
C 0.21977 0.48133 0.56811
O -1.46139 -0.29114 -0.43074
H 1.30332 -0.46887 -1.18513
H -0.30857 1.31857 0.95108
S 1.25558 0.82975 -0.80915
*
```

Results
E_LUMO (alpha / beta)   -0.201 / -0.201 eV
DFT total energy   -16682.630 eV
Maximum force   5.63 eV/A
ΔE to the lowest compared entry with this formula, charge and spin   65.9 kcal/mol

Atomic partial charges in e from the Löwdin method, atoms 1 to 6: -0.04, 0.01, -0.50, -0.28, -0.09, 0.08

---

(3)
Formula: C12H21NO5P
Source: OMol25
Level of theory: wB97M-V/def2-TZVPD

```
! wB97M-V def2-TZVPD RIJCOSX def2/J DEFGRID3
* xyz -1 1
C 1.68591 5.42485 -1.76039
C -0.34464 -0.09346 1.44418
C -2.29025 -3.69438 0.80146
H 0.57041 8.56682 -2.26986
C -0.94737 -4.40950 0.97136
H 0.64926 2.71294 -0.48465
P 0.69500 0.76587 0.28630
H -0.04737 -3.69264 -0.85727
H -1.29057 -2.09885 2.59169
H -1.73042 -0.73677 0.20040
C 1.72321 6.81081 -1.81334
O -1.70510 -0.09387 0.92661
C -0.24805 -2.28802 2.33603
H -2.22334 -2.90629 0.05008
H 2.62372 7.34359 -1.53987
O 2.14413 0.85043 0.57529
H 2.55579 4.85824 -1.44612
H 2.11474 -3.26882 2.26649
H 0.50570 -5.30404 -0.39944
H -1.45667 7.23248 -2.86622
O 0.46982 0.09216 -1.20354
H -2.68538 -3.28025 1.72555
C 0.04092 -3.74117 1.97829
C 0.58288 7.48532 -2.21743
H 1.86438 -4.87759 1.56244
O 0.04088 2.21282 0.07247
H -0.02153 -4.31041 2.91140
C -0.54285 6.74882 -2.54883
H -1.33648 4.75168 -2.70357
C -0.36058 -4.64333 -0.42447
O 0.15657 -1.44920 1.28175
C 1.51653 -3.84261 1.55654
H -1.11331 -5.10191 -1.06830
H 0.34233 -2.04303 3.23078
H 0.43908 -0.85300 -1.02315
H 1.69459 -3.38990 0.58539
H -3.02937 -4.41055 0.42934
H -1.17778 -5.39996 1.38038
N 0.61191 4.70666 -2.07738
C -0.47668 5.36605 -2.46039
*
```

Results
E_LUMO   2.670 eV
DFT total energy   -33802.560 eV
Maximum force   0.55 eV/A

Atomic partial charges in e from the Löwdin method, atoms 1 to 6: -0.14, -0.44, -0.08, 0.10, -0.38, 0.03

---

(4)
Formula: C4H6NaO4
Source: OMol25
Level of theory: wB97M-V/def2-TZVPD

```
! wB97M-V def2-TZVPD RIJCOSX def2/J DEFGRID3
* xyz 1 1
H 2.64451 -3.20100 2.31462
H -1.21904 2.38099 -3.26256
C -1.85786 1.97974 -2.46970
O 1.69541 -1.10578 1.08052
Na 2.04945 1.59522 0.31030
O 0.78368 -0.20948 0.03999
C 1.56841 -2.99978 2.48766
H -1.61131 1.48943 -0.30127
C 1.05587 -1.68489 1.96226
H -2.61683 2.72205 -2.17504
C -1.08876 1.59983 -1.26982
H -2.41621 1.09853 -2.82250
H 0.03846 -1.32968 2.19088
O 0.86221 -3.67295 3.19114
O 0.11202 1.33777 -1.27647
*
```

Results
E_LUMO   -5.517 eV
DFT total energy   -16840.307 eV
Maximum force   2.49 eV/A
ΔE to the lowest compared entry with this formula, charge and spin   0.0 kcal/mol

Atomic partial charges in e from the Löwdin method, atoms 1 to 6: 0.15, 0.10, -0.03, 0.00, 0.78, -0.20

---

(5)
Formula: C8H13N
Source: OMol25
Level of theory: wB97M-V/def2-TZVPD

```
! wB97M-V def2-TZVPD RIJCOSX def2/J DEFGRID3
* xyz 0 1
H -0.26770 -1.62157 1.80530
H -0.35045 -0.18034 -1.75770
C 1.94078 -0.60271 -0.41597
H 0.72203 2.15740 -1.42854
H -1.92439 -1.25708 2.00733
C 1.19619 2.10215 -0.55094
C -1.04307 -0.93142 1.59135
H -2.26592 1.09565 0.82055
H -3.37099 -0.07815 0.11105
H 1.23201 -2.12839 -1.60799
H -0.77661 -0.02836 2.14122
H 2.27592 2.40032 -0.63033
C -0.29643 -0.71869 -0.82586
C -1.12569 -0.47852 0.20100
C -2.35673 0.44657 0.05688
N 1.88023 0.10208 0.88140
C 1.40896 0.72479 -0.06281
H -2.22696 1.01139 -0.94999
H 0.80625 -2.34837 0.05738
H 2.95733 -0.64642 -0.88142
C 0.96115 -1.66185 -0.72552
H 0.62410 2.64152 0.16361
*
```

Results
E_LUMO   0.976 eV
DFT total energy   -9993.209 eV
SMILES   CC(C)=CC[C@@H]1N=C1C
Maximum force   4.83 eV/A
ΔE to the lowest compared entry with this formula, charge and spin   83.8 kcal/mol

Atomic partial charges in e from the Löwdin method, atoms 1 to 6: 0.07, 0.11, -0.27, 0.03, 0.06, 0.02

---

(6)
Formula: H24O12
Source: OMol25
Level of theory: wB97M-V/def2-TZVPD

```
! wB97M-V def2-TZVPD RIJCOSX def2/J DEFGRID3
* xyz 0 1
O -3.51886 1.64911 -0.10347
H 2.96214 -1.25889 1.01453
O -0.93286 2.96511 -1.22447
H 1.61714 0.80511 -2.88047
H 1.80014 0.88611 -0.70047
O -0.20686 2.95111 1.16153
O -0.51586 0.26811 2.52853
H 0.33114 -0.87989 -0.05447
O -1.34186 -1.82689 0.14053
H -0.00186 2.10511 1.40453
H -0.26286 -0.51089 3.08753
O -1.54786 0.02011 -1.51247
H -1.19986 -2.19989 1.99853
O -0.86186 -2.66989 2.84353
H -2.20086 -1.87889 0.50453
H -1.65586 2.31911 -1.26347
O 0.30714 0.01311 -0.11547
H -0.87386 3.04311 1.72153
H -2.97886 0.91211 -0.05947
H -0.48586 0.14711 -0.57847
H -1.22686 -2.26889 -0.62947
H -1.55986 -0.18589 -2.48547
H 0.01614 -2.29989 3.07553
H 0.37214 0.26011 -3.20847
O 1.09214 0.63211 -3.63347
H 4.08514 -0.31089 1.21953
H 1.21314 -2.71189 -0.51047
O 3.71714 -1.16889 1.52453
H 2.63614 -2.12389 -0.74047
O 1.68614 -1.87289 -0.47747
H -0.09786 -0.18089 1.84653
H -0.67086 2.85411 -0.34747
H -4.23486 1.75511 -0.66547
H 3.51214 0.63211 -0.72547
H -1.54686 -0.84389 -0.99347
O 2.57514 0.97511 -1.16147
*
```

Results
E_LUMO   -1.029 eV
DFT total energy   -24955.020 eV
SMILES   O.O.O.O.O.O.O.O.O.O.O.O
Maximum force   7.79 eV/A
ΔE to the lowest compared entry with this formula, charge and spin   153.9 kcal/mol

Atomic partial charges in e from the Löwdin method, atoms 1 to 6: 0.02, -0.07, -0.05, -0.03, -0.07, 0.08

---

- Which formula does entry 6 have?
  H24O12

---

What did the sixth record say?
Formula: H24O12
Source: OMol25
Level of theory: wB97M-V/def2-TZVPD

```
! wB97M-V def2-TZVPD RIJCOSX def2/J DEFGRID3
* xyz 0 1
O -3.51886 1.64911 -0.10347
H 2.96214 -1.25889 1.01453
O -0.93286 2.96511 -1.22447
H 1.61714 0.80511 -2.88047
H 1.80014 0.88611 -0.70047
O -0.20686 2.95111 1.16153
O -0.51586 0.26811 2.52853
H 0.33114 -0.87989 -0.05447
O -1.34186 -1.82689 0.14053
H -0.00186 2.10511 1.40453
H -0.26286 -0.51089 3.08753
O -1.54786 0.02011 -1.51247
H -1.19986 -2.19989 1.99853
O -0.86186 -2.66989 2.84353
H -2.20086 -1.87889 0.50453
H -1.65586 2.31911 -1.26347
O 0.30714 0.01311 -0.11547
H -0.87386 3.04311 1.72153
H -2.97886 0.91211 -0.05947
H -0.48586 0.14711 -0.57847
H -1.22686 -2.26889 -0.62947
H -1.55986 -0.18589 -2.48547
H 0.01614 -2.29989 3.07553
H 0.37214 0.26011 -3.20847
O 1.09214 0.63211 -3.63347
H 4.08514 -0.31089 1.21953
H 1.21314 -2.71189 -0.51047
O 3.71714 -1.16889 1.52453
H 2.63614 -2.12389 -0.74047
O 1.68614 -1.87289 -0.47747
H -0.09786 -0.18089 1.84653
H -0.67086 2.85411 -0.34747
H -4.23486 1.75511 -0.66547
H 3.51214 0.63211 -0.72547
H -1.54686 -0.84389 -0.99347
O 2.57514 0.97511 -1.16147
*
```

Results
E_LUMO   -1.029 eV
DFT total energy   -24955.020 eV
SMILES   O.O.O.O.O.O.O.O.O.O.O.O
Maximum force   7.79 eV/A
ΔE to the lowest compared entry with this formula, charge and spin   153.9 kcal/mol

Atomic partial charges in e from the Löwdin method, atoms 1 to 6: 0.02, -0.07, -0.05, -0.03, -0.07, 0.08

---

- Which of these has the highest DFT total energy?
  C8H13N

---

- DFT total energy of number 6 (H24O12)?
  -24955.020 eV